[1]
Entry from the OMol25 dataset: 15 unconnected molecules or ions with the total composition C45H105N15O15 at a distorted geometry (ωB97M-V with the def2-TZVPD basis set).

As for the spin multiplicity: 1. The value obtained for the orbital gap is 8.7123 eV. The energy relative to the best compared isomer or geometry (same formula, charge and spin) is 10.538 eV. The HOMO energy comes out at -8.755 eV. The calculation puts the energy at -3727.52380 a.u. As for the lowest unoccupied orbital energy: -0.043 eV.

Cartesian coordinates (Å):
C: 2.720 -4.618 -1.422
O: 3.451 -5.181 -0.651
N: 1.605 -5.133 -1.957
C: 0.788 -4.336 -2.807
C: 1.196 -6.495 -1.717
H: 2.825 -3.549 -1.633
H: 1.266 -3.359 -2.916
H: -0.222 -4.217 -2.424
H: 0.785 -4.736 -3.835
H: 1.926 -6.991 -1.089
H: 0.193 -6.548 -1.277
H: 1.140 -7.041 -2.674
C: 1.753 -6.234 2.178
O: 2.431 -6.865 2.958
N: 0.753 -5.356 2.572
C: 0.275 -4.356 1.640
C: 0.703 -5.053 4.003
H: 1.812 -6.419 1.106
H: 0.365 -4.700 0.607
H: 0.694 -3.368 1.812
H: -0.835 -4.277 1.660
H: 1.674 -4.774 4.412
H: -0.028 -4.281 4.193
H: 0.370 -5.986 4.469
C: 4.004 0.747 4.037
O: 4.961 0.735 4.670
N: 3.706 1.719 3.092
C: 2.511 1.643 2.235
C: 4.654 2.675 2.728
H: 3.226 -0.017 4.126
H: 1.825 0.819 2.401
H: 2.777 1.614 1.161
H: 1.905 2.572 2.326
H: 4.248 3.691 2.812
H: 5.453 2.622 3.476
H: 5.054 2.506 1.734
C: -3.508 -3.356 2.561
O: -3.479 -2.691 1.541
N: -4.573 -3.613 3.285
C: -5.932 -3.331 2.804
C: -4.486 -4.409 4.497
H: -2.553 -3.695 2.998
H: -6.501 -2.764 3.554
H: -6.505 -4.260 2.647
H: -5.927 -2.788 1.866
H: -4.913 -3.832 5.325
H: -4.980 -5.374 4.394
H: -3.444 -4.586 4.774
C: -1.413 0.410 4.524
O: -2.163 0.238 3.633
N: -0.364 -0.326 4.735
C: 0.011 -1.404 3.820
C: 0.444 -0.093 5.849
H: -1.522 1.212 5.262
H: 0.560 -2.141 4.390
H: 0.673 -1.006 3.037
H: -0.779 -1.916 3.271
H: 1.191 0.704 5.666
H: -0.107 0.206 6.738
H: 1.052 -0.968 6.066
C: -5.658 4.842 2.594
O: -6.572 5.551 2.839
N: -4.378 5.242 2.410
C: -3.342 4.290 2.210
C: -3.998 6.636 2.499
H: -5.788 3.756 2.449
H: -2.760 4.189 3.133
H: -2.674 4.465 1.365
H: -3.827 3.325 2.028
H: -4.864 7.279 2.525
H: -3.409 6.796 3.417
H: -3.362 6.913 1.654
C: -3.389 4.478 -2.045
O: -2.592 3.888 -2.718
N: -4.414 3.911 -1.381
C: -5.394 4.708 -0.705
C: -4.606 2.472 -1.310
H: -3.390 5.565 -1.937
H: -5.456 4.408 0.357
H: -6.387 4.605 -1.141
H: -5.103 5.756 -0.656
H: -3.751 1.920 -1.668
H: -4.794 2.181 -0.261
H: -5.518 2.165 -1.842
C: 3.916 -1.137 -4.044
O: 3.396 -2.119 -3.672
N: 4.671 -1.058 -5.142
C: 4.817 -2.148 -5.991
C: 5.478 0.050 -5.396
H: 3.885 -0.211 -3.455
H: 4.510 -1.848 -6.995
H: 4.172 -2.931 -5.623
H: 5.863 -2.445 -6.019
H: 5.194 0.519 -6.347
H: 5.349 0.812 -4.638
H: 6.512 -0.279 -5.497
C: -4.449 -2.220 -3.966
O: -5.590 -2.527 -3.835
N: -3.600 -1.960 -2.972
C: -3.945 -2.158 -1.637
C: -2.340 -1.422 -3.202
H: -3.959 -2.103 -4.933
H: -4.149 -1.214 -1.117
H: -3.134 -2.691 -1.129
H: -4.825 -2.785 -1.569
H: -2.193 -1.098 -4.227
H: -2.226 -0.583 -2.521
H: -1.568 -2.172 -3.016
C: 3.734 -2.802 2.726
O: 3.004 -2.246 3.440
N: 4.060 -2.410 1.519
C: 5.132 -2.968 0.860
C: 3.489 -1.329 0.886
H: 4.241 -3.744 2.948
H: 6.041 -2.353 0.978
H: 4.902 -3.022 -0.203
H: 5.410 -3.971 1.167
H: 4.173 -0.489 1.042
H: 3.442 -1.553 -0.183
H: 2.477 -1.067 1.151
C: -2.575 1.588 -4.978
O: -3.450 0.879 -5.480
N: -1.452 1.954 -5.642
C: -0.412 2.644 -4.907
C: -1.100 1.284 -6.910
H: -2.680 1.985 -3.962
H: -0.829 3.531 -4.446
H: 0.337 2.971 -5.610
H: 0.041 1.983 -4.167
H: -1.982 1.163 -7.543
H: -0.415 1.908 -7.466
H: -0.725 0.265 -6.725
C: -5.432 0.056 4.264
O: -6.018 0.172 5.336
N: -5.948 0.448 3.093
C: -5.169 0.375 1.885
C: -7.227 1.099 3.000
H: -4.506 -0.515 4.101
H: -4.133 0.111 2.073
H: -5.210 1.346 1.364
H: -5.563 -0.395 1.202
H: -7.853 0.806 3.839
H: -7.111 2.184 3.071
H: -7.695 0.767 2.077
C: -0.801 -1.106 0.014
O: 0.003 -1.851 -0.574
N: -1.038 0.217 -0.318
C: -1.889 1.101 0.418
C: -0.329 0.851 -1.308
H: -1.328 -1.425 0.930
H: -2.914 1.123 0.038
H: -1.452 2.102 0.338
H: -1.932 0.872 1.485
H: 0.605 1.325 -0.959
H: -0.006 0.162 -2.078
H: -0.976 1.642 -1.688
C: 5.669 1.627 -0.942
O: 4.567 1.144 -1.100
N: 6.820 1.049 -1.298
C: 8.121 1.703 -1.046
C: 6.847 -0.186 -2.034
H: 5.830 2.550 -0.367
H: 7.956 2.702 -0.663
H: 8.675 1.766 -1.994
H: 8.739 1.122 -0.357
H: 7.190 -0.060 -3.074
H: 7.630 -0.821 -1.582
H: 5.942 -0.775 -2.025
C: 4.925 5.085 -1.108
O: 5.905 5.349 -1.740
N: 3.658 5.124 -1.579
C: 2.553 4.523 -0.873
C: 3.371 5.706 -2.834
H: 5.000 4.785 -0.047
H: 2.084 3.740 -1.481
H: 1.755 5.252 -0.642
H: 2.886 4.103 0.075
H: 2.769 5.010 -3.418
H: 2.769 6.614 -2.721
H: 4.289 5.932 -3.356

=====

[2]
Entry from the OMol25 dataset: 10 unconnected molecules or ions with the total composition C45H110N10O5 at a distorted geometry (ωB97M-V with the def2-TZVPD basis set).

As for the spin multiplicity: 1. The value obtained for the orbital gap is 8.6060 eV. As for the SMILES: CCN(CC)CC.CCN(CC)CC.CCN(CC)CC.CCN(CC)CC.CCN(CC)CC.CN(C)C=O.CN(C)C=O.CN(C)C=O.CN(C)C=O.CN(C)C=O. The energy relative to the best compared isomer or geometry (same formula, charge and spin) is 5.575 eV. The HOMO energy comes out at -8.234 eV. The calculation puts the energy at -2704.16682 a.u. As for the lowest unoccupied orbital energy: 0.372 eV.

Cartesian coordinates (Å):
C: 3.327 2.184 -1.182
C: 2.638 3.463 -0.799
N: 2.931 4.664 -1.626
C: 2.332 5.800 -0.960
C: 3.201 6.220 0.216
C: 2.517 4.447 -2.980
C: 3.108 5.495 -3.875
H: 3.083 1.733 -2.144
H: 3.156 1.412 -0.431
H: 4.405 2.345 -1.188
H: 1.573 3.231 -0.805
H: 2.884 3.614 0.252
H: 2.244 6.659 -1.626
H: 1.300 5.570 -0.695
H: 3.011 5.659 1.130
H: 4.270 6.201 0.000
H: 3.095 7.287 0.412
H: 1.435 4.444 -3.111
H: 2.855 3.491 -3.377
H: 2.942 5.210 -4.914
H: 4.184 5.607 -3.740
H: 2.628 6.453 -3.677
C: -4.284 1.955 -3.198
C: -4.756 1.271 -4.466
N: -3.816 1.507 -5.573
C: -3.667 2.916 -5.946
C: -4.840 3.401 -6.747
C: -4.128 0.578 -6.634
C: -2.789 0.304 -7.427
H: -3.301 1.607 -2.879
H: -5.007 1.663 -2.438
H: -4.401 3.037 -3.133
H: -4.958 0.231 -4.211
H: -5.689 1.804 -4.646
H: -3.423 3.607 -5.139
H: -2.889 3.033 -6.701
H: -5.818 3.209 -6.307
H: -4.792 4.487 -6.832
H: -4.845 3.074 -7.787
H: -4.948 0.843 -7.302
H: -4.388 -0.394 -6.217
H: -2.296 1.164 -7.880
H: -2.879 -0.453 -8.206
H: -2.053 -0.140 -6.757
C: 3.558 0.470 -4.886
C: 2.365 -0.206 -5.563
N: 1.239 0.056 -4.674
C: 0.612 1.344 -4.890
C: -0.208 1.781 -3.589
C: 0.207 -1.040 -4.755
C: 0.491 -2.342 -4.038
H: 3.566 1.560 -4.872
H: 4.446 0.230 -5.471
H: 3.797 0.166 -3.866
H: 2.231 0.100 -6.601
H: 2.490 -1.278 -5.719
H: 1.252 2.191 -5.140
H: -0.157 1.280 -5.659
H: 0.576 1.947 -2.851
H: -0.814 2.670 -3.765
H: -0.884 0.986 -3.272
H: 0.028 -1.228 -5.813
H: -0.756 -0.671 -4.403
H: -0.046 -3.165 -4.510
H: 0.392 -2.316 -2.953
H: 1.534 -2.622 -4.183
C: 3.693 3.235 2.864
C: 4.388 1.893 2.979
N: 3.754 1.042 4.026
C: 4.112 -0.337 3.747
C: 5.602 -0.748 3.906
C: 3.997 1.539 5.415
C: 3.283 0.696 6.432
H: 4.174 3.930 2.176
H: 3.773 3.745 3.824
H: 2.663 3.189 2.511
H: 4.292 1.447 1.989
H: 5.462 1.998 3.135
H: 3.774 -0.496 2.724
H: 3.558 -1.041 4.367
H: 6.291 -0.149 3.310
H: 5.669 -1.788 3.588
H: 5.915 -0.765 4.950
H: 5.075 1.556 5.577
H: 3.639 2.557 5.571
H: 3.341 1.096 7.444
H: 2.211 0.556 6.299
H: 3.717 -0.304 6.400
C: 0.747 -4.751 3.171
C: 0.057 -3.492 3.813
N: -0.620 -3.853 5.077
C: 0.265 -4.076 6.229
C: -0.458 -4.926 7.293
C: -1.572 -2.817 5.520
C: -2.690 -2.633 4.512
H: 0.159 -5.656 3.326
H: 1.696 -4.822 3.701
H: 1.088 -4.522 2.162
H: 0.777 -2.685 3.952
H: -0.590 -3.042 3.060
H: 1.097 -4.649 5.819
H: 0.674 -3.182 6.700
H: 0.314 -5.348 7.936
H: -1.150 -4.376 7.931
H: -1.007 -5.744 6.825
H: -1.025 -1.879 5.612
H: -2.008 -3.093 6.480
H: -3.466 -2.071 5.032
H: -3.068 -3.583 4.134
H: -2.346 -2.009 3.687
C: 1.344 3.796 6.091
N: 0.312 2.720 6.123
C: -0.355 2.559 7.414
C: 0.066 1.999 5.015
O: -0.721 1.018 4.961
H: 2.193 3.633 6.755
H: 0.853 4.705 6.438
H: 1.698 4.084 5.101
H: -1.313 2.067 7.247
H: 0.251 1.959 8.093
H: -0.589 3.517 7.877
H: 0.747 2.354 4.226
C: -5.081 -1.525 1.605
N: -5.289 -2.830 1.090
C: -6.347 -2.953 0.093
C: -4.384 -3.795 1.305
O: -4.463 -4.922 0.805
H: -4.787 -0.775 0.871
H: -4.364 -1.566 2.425
H: -5.971 -1.082 2.053
H: -7.353 -2.787 0.479
H: -6.268 -2.234 -0.723
H: -6.410 -3.945 -0.353
H: -3.521 -3.517 1.930
C: -2.384 -3.208 -1.569
N: -3.303 -3.714 -2.690
C: -3.297 -2.903 -3.919
C: -4.247 -4.677 -2.513
O: -5.145 -5.073 -3.270
H: -1.423 -2.954 -2.015
H: -2.128 -3.869 -0.741
H: -2.880 -2.306 -1.209
H: -3.699 -3.478 -4.753
H: -3.931 -2.030 -3.763
H: -2.321 -2.494 -4.183
H: -4.126 -5.137 -1.520
C: 1.394 -4.689 -1.384
N: 2.368 -3.976 -0.562
C: 2.162 -2.582 -0.301
C: 3.369 -4.674 -0.068
O: 4.170 -4.196 0.746
H: 0.453 -4.537 -0.855
H: 1.683 -5.722 -1.576
H: 1.162 -4.238 -2.349
H: 3.013 -2.174 0.245
H: 2.095 -1.999 -1.220
H: 1.325 -2.364 0.362
H: 3.434 -5.627 -0.616
C: 0.473 1.208 1.568
N: -0.576 0.383 0.963
C: -1.170 0.929 -0.268
C: -0.982 -0.787 1.521
O: -1.989 -1.400 1.172
H: 1.284 1.225 0.839
H: 0.850 0.805 2.508
H: 0.134 2.232 1.727
H: -0.434 0.945 -1.071
H: -2.002 0.307 -0.597
H: -1.584 1.923 -0.098
H: -0.320 -1.078 2.351

=====

Q: The lowest energy relative to the best compared isomer or geometry (same formula, charge and spin) belongs to which entry?
A: C45H110N10O5

=====

Q: Among the records above, which one has the lowest energy?
A: C45H105N15O15

=====

Q: The lowest lowest unoccupied orbital energy belongs to which entry?
A: C45H105N15O15